Entry 1:
Formula: C44H37F5N4O9PbSSbTe
Source: the Open Molecules 2025 dataset
Level of theory: ωB97M-V/def2-TZVPD

Structure (XYZ):
```
103
Properties=species:S:1:pos:R:3:mulliken_charge:R:1
Pb 1.081 0.199 -0.756 1.284
C 3.827 5.328 2.133 -1.554
C 3.260 3.964 2.393 1.027
C 4.046 2.826 2.220 -1.007
C 3.525 1.557 2.367 -0.239
C 2.187 1.415 2.736 0.322
C 1.397 2.537 2.985 -0.238
C 1.940 3.797 2.799 -1.250
S 1.496 -0.226 2.848 2.733
O 0.392 0.197 4.023 -0.777
O 2.218 -1.259 3.613 -0.955
N 0.200 -0.642 1.739 1.914
C -0.049 -2.074 1.726 -0.613
C -0.141 -2.832 2.867 -0.217
C -0.437 -4.206 2.820 -1.511
C -0.634 -4.815 1.619 -0.937
C -0.504 -4.078 0.420 1.346
C -0.680 -4.692 -0.840 -1.067
C -0.551 -3.953 -1.975 -1.513
C -0.197 -2.602 -1.854 -0.566
N -0.004 -1.999 -0.693 1.505
C -0.186 -2.704 0.461 -0.435
H 4.885 5.369 2.384 0.396
H 3.301 6.094 2.700 0.414
H 3.733 5.567 1.072 0.293
H 5.087 2.930 1.941 0.384
H 4.170 0.707 2.217 0.445
H 0.394 2.449 3.366 0.419
H 1.325 4.667 2.997 0.451
H 0.067 -2.397 3.833 0.731
H -0.500 -4.764 3.744 0.473
H -0.873 -5.868 1.557 0.501
H -0.914 -5.749 -0.880 0.525
H -0.693 -4.373 -2.960 0.580
H -0.075 -1.995 -2.741 0.506
O 1.187 -1.195 -4.799 -0.655
C 1.532 -0.577 -3.818 0.252
O 0.699 -0.030 -2.965 -0.548
C 2.987 -0.517 -3.408 0.070
C 3.821 -1.596 -3.685 -0.914
C 5.097 -1.603 -3.159 -0.291
C 5.582 -0.602 -2.337 -0.365
C 4.734 0.455 -2.092 0.078
C 3.468 0.535 -2.641 -0.919
N 5.142 1.504 -1.141 1.101
O 4.252 2.198 -0.677 -0.552
O 6.312 1.595 -0.862 -0.618
N 5.983 -2.754 -3.453 1.067
O 5.514 -3.656 -4.108 -0.605
O 7.110 -2.705 -3.017 -0.603
H 3.467 -2.423 -4.284 0.638
H 6.569 -0.659 -1.904 0.647
H 2.880 1.429 -2.490 1.285
F 4.891 -3.527 1.771 -0.319
Te 3.614 -2.187 1.778 1.690
F 2.856 -2.965 0.247 -0.455
F 4.689 -1.420 3.067 -0.376
F 4.765 -1.388 0.534 -0.384
F 2.649 -3.510 2.642 -0.342
O 2.518 -0.699 1.411 -1.157
C -5.077 1.899 -1.922 -1.347
C -4.239 2.815 -1.071 0.918
C -4.751 4.075 -0.752 -0.534
C -4.040 4.988 0.007 -0.821
C -2.767 4.669 0.460 -0.815
C -2.239 3.427 0.153 -1.156
C -2.966 2.493 -0.591 0.844
Sb -1.937 0.625 -0.680 0.691
C -2.992 -0.840 -1.766 1.242
C -3.498 -1.938 -1.073 -0.771
C -4.087 -2.984 -1.767 -0.788
C -4.148 -2.930 -3.153 -0.871
C -3.632 -1.839 -3.835 -0.663
C -3.040 -0.772 -3.160 0.652
C -2.461 0.377 -3.940 -1.631
C -2.204 0.179 1.412 1.092
C -0.910 0.248 2.143 -0.970
C -0.984 0.054 3.624 0.652
C -1.997 0.974 4.211 -1.622
C -3.120 1.103 3.499 -0.965
C -3.282 0.584 2.114 0.860
C -4.658 0.696 1.536 -1.761
H -6.133 2.140 -1.813 0.503
H -4.939 0.849 -1.671 0.076
H -4.825 2.021 -2.978 0.364
H -5.740 4.335 -1.109 0.447
H -4.477 5.949 0.243 0.415
H -2.191 5.378 1.038 0.502
H -1.234 3.191 0.494 0.408
H -3.439 -1.975 0.010 0.405
H -4.496 -3.829 -1.230 0.483
H -4.602 -3.742 -3.706 0.420
H -3.681 -1.810 -4.917 0.490
H -3.023 0.543 -4.858 0.593
H -1.427 0.158 -4.211 0.035
H -2.470 1.312 -3.373 0.187
H -0.504 1.256 1.975 0.078
H -1.308 -0.964 3.853 0.133
H -1.877 1.379 5.206 0.584
H -3.957 1.658 3.906 0.552
H -5.363 0.151 2.167 0.591
H -4.712 0.284 0.529 -0.029
H -4.982 1.739 1.507 0.433
```

Its total charge is +1. For the HOMO energy, the calculation gives -11.378 eV. The calculation puts the total energy at -4193.25567 hartree. The calculation puts the largest force on an atom at 2.16 eV/Å.

---

Entry 2:
Formula: C44H37HgN9O6S2Te
Source: the Open Molecules 2025 dataset
Level of theory: ωB97M-V/def2-TZVPD

Structure (XYZ):
```
100
Properties=species:S:1:pos:R:3:mulliken_spin:R:1
Hg 0.109 -0.128 0.062 -0.003
C -1.926 -0.108 2.642 0.000
N -2.117 -0.276 1.212 0.000
C -3.234 0.435 0.614 0.000
C -2.776 1.030 -0.680 0.000
N -1.504 1.154 -1.015 0.001
C -1.479 1.834 -2.211 0.001
C -0.407 2.277 -2.982 0.009
C -0.707 2.964 -4.143 0.001
C -2.016 3.209 -4.545 -0.001
C -3.097 2.778 -3.788 -0.001
C -2.806 2.103 -2.614 0.000
N -3.604 1.583 -1.615 0.000
C -0.543 -0.536 2.996 0.000
N 0.524 -0.266 2.265 0.004
C 1.608 -0.738 2.975 -0.003
C 2.973 -0.698 2.700 0.002
C 3.825 -1.220 3.658 0.001
C 3.359 -1.772 4.850 0.000
C 2.005 -1.820 5.140 0.000
C 1.146 -1.308 4.181 0.000
N -0.222 -1.156 4.159 0.000
H -2.653 -0.685 3.232 0.000
H -2.020 0.962 2.874 0.000
H -2.183 -1.284 1.029 0.000
H -3.545 1.250 1.285 0.000
H -4.106 -0.216 0.453 0.000
H 0.609 2.091 -2.670 -0.012
H 0.102 3.321 -4.760 -0.001
H -2.199 3.752 -5.463 0.000
H -4.114 2.962 -4.106 0.000
H -4.611 1.580 -1.598 0.000
H 3.344 -0.271 1.782 0.000
H 4.891 -1.202 3.490 0.000
H 4.061 -2.170 5.571 0.000
H 1.636 -2.234 6.067 0.000
H -0.882 -1.538 4.816 0.000
Te 1.844 3.228 0.162 0.003
C 1.963 5.404 0.312 0.000
C 3.208 6.000 0.169 0.000
C 3.351 7.376 0.152 0.000
C 2.237 8.185 0.276 0.000
C 0.986 7.608 0.410 0.000
C 0.855 6.230 0.421 0.000
C 1.410 3.011 2.252 -0.001
C 0.186 3.367 2.796 0.000
C -0.070 3.177 4.145 0.000
C 0.894 2.613 4.964 0.000
C 2.121 2.260 4.430 0.000
C 2.377 2.467 3.085 0.000
H 4.077 5.366 0.063 0.000
H 4.331 7.819 0.040 0.000
H 2.341 9.261 0.259 0.000
H 0.113 8.241 0.495 0.000
H -0.129 5.789 0.505 0.000
H -0.573 3.808 2.165 0.000
H -1.024 3.469 4.565 0.000
H 0.692 2.458 6.016 0.000
H 2.882 1.827 5.066 0.000
H 3.340 2.202 2.675 0.000
O 3.882 0.649 -1.054 0.047
C 2.754 0.346 -1.422 -0.017
O 1.698 0.736 -0.745 0.025
C 2.516 -0.386 -2.694 0.144
C 1.222 -0.678 -3.154 0.018
C 1.020 -1.237 -4.390 0.091
C 2.117 -1.550 -5.212 0.036
C 3.420 -1.308 -4.740 0.088
C 3.606 -0.730 -3.510 -0.009
N 1.911 -2.099 -6.480 0.136
O 2.900 -2.440 -7.158 0.190
O 0.740 -2.230 -6.891 0.186
H 0.357 -0.460 -2.527 -0.004
H 0.024 -1.446 -4.754 0.020
H 4.252 -1.578 -5.376 0.029
H 4.601 -0.522 -3.147 0.009
N -5.272 -6.631 -2.692 0.000
C -4.563 -6.004 -1.687 0.000
C -5.153 -4.974 -0.950 0.000
C -4.459 -4.369 0.076 0.000
C -3.179 -4.788 0.380 0.000
C -2.589 -5.829 -0.315 0.000
C -3.275 -6.432 -1.350 0.000
S -2.268 -3.879 1.617 0.001
O -3.220 -3.036 2.311 0.000
O -1.499 -4.783 2.439 0.000
N -1.344 -2.869 0.764 -0.002
C -0.093 -3.123 0.492 0.005
S 0.698 -4.657 0.801 0.001
C 2.151 -4.007 0.098 -0.002
C 1.962 -2.733 -0.283 0.007
N 0.704 -2.231 -0.068 -0.003
H -6.040 -6.104 -3.078 0.000
H -4.708 -7.117 -3.371 0.000
H -6.156 -4.655 -1.197 0.000
H -4.887 -3.566 0.656 0.000
H -1.596 -6.148 -0.041 0.000
H -2.819 -7.236 -1.912 0.000
H 3.024 -4.616 0.004 0.000
H 2.709 -2.097 -0.725 0.004
```

Its total charge is -1. For the HOMO energy (alpha / beta), the calculation gives -1.796 / -5.387 eV. Its spin multiplicity is 2. The calculation puts the total energy at -3860.97808 hartree. For the energy above the lowest of the compared OMol25 structures with the same formula, charge and spin, the calculation gives 1.458 eV. The calculation puts the largest force on an atom at 2.73 eV/Å.